Density functional theory data (ωB97M-V/def2-TZVPD) for 10 unconnected molecules or ions with the total composition H20O10.

Geometry (Å):
O  -4.589  -8.944  -3.759
H  -4.299  -9.549  -4.449
H  -3.779  -8.615  -3.357
O  -9.131  -9.620  -6.786
H  -8.221  -9.458  -7.096
H  -9.491  -8.746  -6.600
O  -6.979  -11.997  -11.217
H  -6.435  -11.277  -10.859
H  -7.707  -12.071  -10.583
O  -6.478  -10.458  -7.160
H  -6.419  -10.595  -8.117
H  -5.650  -10.801  -6.793
O  -8.529  -11.678  -8.777
H  -8.940  -11.134  -8.084
H  -8.404  -12.539  -8.360
O  -5.587  -9.539  -10.338
H  -4.632  -9.660  -10.275
H  -5.726  -9.107  -11.191
O  -8.713  -11.985  -4.847
H  -9.610  -12.022  -5.193
H  -8.398  -11.113  -5.121
O  -3.792  -8.195  -7.589
H  -4.034  -8.996  -7.103
H  -2.917  -8.372  -7.950
O  -6.863  -7.576  -8.274
H  -6.121  -8.194  -8.269
H  -7.342  -7.775  -9.085
O  -3.807  -10.921  -6.143
H  -3.804  -11.509  -5.373
H  -3.147  -11.297  -6.740

Atoms 1-3, force components in eV/Å:
0.06 -0.14 0.07
0.02 0.24 -0.04
-0.06 0.00 -0.06

E_HOMO ... -0.3905 hartree
Structure (SMILES) ... O.O.O.O.O.O.O.O.O.O
E_LUMO ... -0.019 hartree
Orbital gap ... 10.12 eV
Charge ... 0
2S+1 ... 1
ΔE to the lowest compared entry with this formula, charge and spin ... 2.4226 eV
Electronic energy ... -20800.1901 eV

Density functional theory data (ωB97M-V/def2-TZVPD) for a molecular structure, C31H34IrO2PS.

Geometry (Å):
Ir  -0.989  0.783  0.342
C  4.080  0.776  1.134
C  3.704  0.214  -0.212
C  4.652  -0.488  -0.950
C  4.365  -0.997  -2.208
C  3.115  -0.798  -2.785
C  2.147  -0.107  -2.082
C  2.435  0.376  -0.801
P  1.182  1.295  0.026
C  0.762  0.813  1.699
C  0.261  1.852  2.568
C  -0.122  1.591  3.855
C  0.024  0.287  4.343
C  0.528  -0.737  3.543
C  0.909  -0.529  2.228
C  1.488  -1.683  1.469
C  1.260  3.025  -0.231
C  2.437  3.737  -0.480
C  2.365  5.115  -0.561
C  1.138  5.754  -0.397
C  -0.033  5.035  -0.185
C  0.018  3.651  -0.119
C  -1.216  2.797  -0.038
H  5.137  1.033  1.143
H  3.929  0.049  1.936
H  3.527  1.681  1.394
H  5.643  -0.623  -0.534
H  5.130  -1.535  -2.751
H  2.907  -1.166  -3.780
H  1.173  0.064  -2.526
H  0.227  2.866  2.191
H  -0.500  2.379  4.491
H  -0.250  0.067  5.368
H  0.639  -1.728  3.966
H  1.096  -2.621  1.859
H  2.570  -1.703  1.629
H  1.324  -1.638  0.397
H  3.382  3.223  -0.604
H  3.256  5.696  -0.752
H  1.091  6.834  -0.457
H  -0.978  5.558  -0.103
H  -1.732  2.832  -1.001
H  -1.925  3.160  0.719
C  -4.682  0.620  -2.191
S  -4.028  1.502  -0.795
C  -5.339  1.285  0.386
O  -2.911  0.522  -0.269
H  -4.976  -0.383  -1.886
H  -3.910  0.594  -2.957
H  -5.539  1.186  -2.557
H  -6.186  1.876  0.036
H  -4.996  1.677  1.342
H  -5.602  0.231  0.458
C  -2.309  -2.325  1.140
C  -1.422  -2.272  -0.063
O  -0.852  -1.191  -0.382
C  -1.175  -3.450  -0.859
C  -1.708  -4.693  -0.481
C  -1.459  -5.815  -1.247
C  -0.685  -5.706  -2.397
C  -0.154  -4.477  -2.787
C  -0.391  -3.356  -2.023
H  -2.412  -1.342  1.597
H  -1.899  -3.020  1.875
H  -3.296  -2.700  0.868
H  -2.315  -4.790  0.409
H  -1.866  -6.772  -0.955
H  -0.495  -6.585  -2.998
H  0.439  -4.409  -3.689
H  0.012  -2.397  -2.319

Atoms 1-3, force components in eV/Å:
-0.37 -0.14 0.05
0.02 -0.04 0.02
-0.01 0.04 -0.04

E_HOMO (spin up / spin down) ... -0.6237 / -0.6236 hartree
E_LUMO (spin up / spin down) ... -0.407 / -0.408 hartree
Orbital gap (spin up / spin down) ... 5.89 / 5.87 eV
<S²> ... 0.760
Charge ... +3
2S+1 ... 2
ΔE to the lowest compared entry with this formula, charge and spin ... 0.2925 eV
Electronic energy ... -59729.7405 eV

Density functional theory data (ωB97M-V/def2-TZVPD) for a molecular structure, C38H36N3O5P2S2Tc.

Geometry (Å):
Tc  -0.699  -1.494  -0.509
C  -2.273  -1.314  -5.310
C  -2.106  -0.724  -3.939
O  -1.563  0.333  -3.744
C  -2.610  -1.604  -2.764
C  -3.301  -0.796  -1.707
C  -4.718  -0.358  -1.854
N  -2.576  -0.598  -0.674
N  -3.175  0.148  0.394
C  -2.931  -0.224  1.531
O  -0.119  -0.211  1.430
C  -2.968  -0.309  2.915
C  -3.980  -1.083  3.531
C  -4.007  -1.215  4.903
C  -3.043  -0.600  5.698
C  -2.041  0.159  5.095
C  -1.988  0.310  3.724
H  -1.904  -0.624  -6.065
H  -3.321  -1.562  -5.489
H  -1.707  -2.252  -5.338
H  -3.269  -2.363  -3.193
H  -4.980  -0.268  -2.908
H  -4.885  0.591  -1.347
H  -5.386  -1.095  -1.401
H  -4.724  -1.569  2.915
H  -4.788  -1.809  5.361
H  -3.071  -0.714  6.773
H  -1.286  0.638  5.705
H  -1.201  0.884  3.255
N  1.920  0.228  -0.234
P  1.257  0.415  1.278
C  1.132  2.178  1.594
C  2.263  2.951  1.861
C  2.139  4.310  2.095
C  0.883  4.906  2.071
C  -0.246  4.142  1.813
C  -0.124  2.779  1.576
C  2.479  -0.248  2.390
C  3.849  -0.122  2.153
C  4.756  -0.644  3.061
C  4.297  -1.296  4.200
C  2.936  -1.438  4.428
C  2.021  -0.916  3.524
P  0.660  0.082  -1.502
C  1.689  -0.441  -2.900
C  2.379  -1.649  -2.786
C  3.157  -2.108  -3.838
C  3.224  -1.382  -5.020
C  2.501  -0.204  -5.155
C  1.733  0.266  -4.098
C  0.368  1.864  -1.744
C  -0.932  2.356  -1.748
C  -1.167  3.719  -1.875
C  -0.100  4.596  -1.990
C  1.206  4.112  -1.979
C  1.440  2.751  -1.857
H  2.470  -0.630  -0.239
H  3.242  2.490  1.893
H  3.019  4.905  2.301
H  0.786  5.969  2.255
H  -1.224  4.605  1.797
H  -1.000  2.177  1.365
H  4.204  0.372  1.256
H  5.819  -0.552  2.878
H  5.007  -1.704  4.908
H  2.582  -1.973  5.299
H  0.957  -1.052  3.675
H  2.287  -2.248  -1.885
H  3.693  -3.043  -3.742
H  3.833  -1.739  -5.841
H  2.530  0.349  -6.085
H  1.165  1.182  -4.207
H  -1.759  1.665  -1.657
H  -2.183  4.093  -1.877
H  -0.281  5.659  -2.088
H  2.040  4.797  -2.060
H  2.455  2.373  -1.837
C  0.177  -5.001  0.467
S  0.151  -3.436  1.234
O  1.013  -2.554  0.355
O  0.606  -3.568  2.582
O  -1.244  -2.921  1.066
H  1.179  -5.413  0.578
H  -0.077  -4.862  -0.586
H  -0.559  -5.627  0.971
S  -0.626  -3.535  -2.925
C  -1.359  -2.261  -2.162

Atoms 1-3, force components in eV/Å:
0.18 0.70 0.16
0.04 -0.06 0.06
-0.13 -0.31 -0.01

E_HOMO (spin up / spin down) ... -0.2469 / -0.2516 hartree
E_LUMO (spin up / spin down) ... 0.020 / -0.010 hartree
Orbital gap (spin up / spin down) ... 7.27 / 6.58 eV
<S²> ... 2.051
Charge ... 0
2S+1 ... 3
ΔE to the lowest compared entry with this formula, charge and spin ... 0.3929 eV
Electronic energy ... -97145.6298 eV

Density functional theory data (ωB97M-V/def2-TZVPD) for a molecular structure, C5H10O.

Geometry (Å):
C  -0.814  0.738  1.408
C  0.043  0.129  0.289
C  1.565  -0.119  0.485
C  -0.759  -0.906  -0.545
C  -0.217  -0.099  -1.719
O  0.039  1.020  -0.867
H  -0.289  1.445  2.055
H  -1.308  -0.012  2.041
H  -1.617  1.287  0.897
H  1.987  0.660  1.129
H  2.065  0.022  -0.486
H  1.871  -1.101  0.856
H  -1.835  -0.729  -0.421
H  -0.565  -1.980  -0.470
H  -0.870  0.199  -2.537
H  0.705  -0.554  -2.116

Atoms 1-3, force components in eV/Å:
0.18 0.05 -0.02
0.06 0.14 0.14
-0.15 -0.06 0.19

E_HOMO ... -0.3503 hartree
E_LUMO ... 0.038 hartree
Orbital gap ... 10.57 eV
Charge ... 0
2S+1 ... 1
ΔE to the lowest compared entry with this formula, charge and spin ... 1.3786 eV
Electronic energy ... -7393.3867 eV

Density functional theory data (ωB97M-V/def2-TZVPD) for 2 unconnected molecules or ions with the total composition C3H10N2O at a distorted geometry.

Geometry (Å):
C  -1.453  0.451  1.149
N  -0.798  -0.112  -0.042
O  -1.286  0.532  -1.251
H  -0.934  1.436  -1.250
H  -0.765  -1.210  0.048
H  -1.242  -0.206  1.990
H  -2.520  0.520  0.951
H  -1.057  1.445  1.353
C  1.450  -0.569  -1.271
C  0.864  -0.139  0.045
N  1.494  0.665  0.798
H  1.017  0.919  1.658
H  0.413  -1.716  0.613
H  2.375  -1.111  -1.092
H  1.673  0.313  -1.876
H  0.770  -1.218  -1.820

Atoms 1-3, force components in eV/Å:
0.11 0.09 -0.24
0.82 0.45 -0.46
-0.14 -0.78 0.67

E_HOMO ... -0.2840 hartree
E_LUMO ... 0.021 hartree
Orbital gap ... 8.30 eV
Charge ... 0
2S+1 ... 1
ΔE to the lowest compared entry with this formula, charge and spin ... 6.2471 eV
Electronic energy ... -8295.2570 eV